Record 1
{
  "formula": "C53H52O2P2SiTeTi",
  "method": "the ωB97M-V functional and the def2-TZVPD basis",
  "symbols": ["Ti", "C", "C", "P", "C", "C", "C", "C", "C", "C", "C", "C", "C", "C", "C", "C", "P", "C", "C", "C", "C", "C", "C", "C", "C", "C", "C", "C", "C", "H", "H", "H", "H", "H", "H", "H", "H", "H", "H", "H", "H", "H", "H", "H", "H", "H", "H", "H", "H", "H", "H", "H", "H", "O", "H", "H", "C", "C", "C", "C", "C", "C", "Te", "C", "C", "C", "H", "H", "H", "H", "H", "H", "H", "H", "H", "H", "H", "O", "Si", "C", "C", "C", "C", "C", "C", "C", "C", "C", "C", "C", "C", "C", "C", "C", "C", "C", "C", "H", "H", "H", "H", "H", "H", "H", "H", "H", "H", "H", "H", "H", "H", "H"],
  "coordinates": [[-16.403727, -16.344018, -3.141031], [-19.159543, -17.435219, -4.193406], [-19.815678, -16.719923, -2.998427], [-18.634990, -15.613954, -2.064725], [-19.182684, -13.875207, -2.178366], [-18.818212, -13.038108, -1.126655], [-19.256137, -11.744779, -1.173996], [-20.025153, -11.274183, -2.230263], [-20.396585, -12.113373, -3.263568], [-20.009426, -13.438390, -3.195146], [-18.826243, -16.005164, -0.296480], [-20.113270, -16.002269, 0.295419], [-20.225050, -16.257481, 1.662849], [-19.071741, -16.416677, 2.407135], [-17.812510, -16.363520, 1.826322], [-17.681007, -16.155342, 0.487157], [-18.101709, -16.187388, -5.009185], [-19.071603, -15.295318, -6.248942], [-18.807238, -13.951867, -6.620293], [-19.605530, -13.330687, -7.599467], [-20.662569, -14.092338, -8.154655], [-20.810187, -15.417292, -7.855980], [-20.033433, -16.042214, -6.906281], [-16.705167, -16.996385, -5.764073], [-15.619273, -16.144358, -6.076300], [-14.466461, -16.632635, -6.621085], [-14.295531, -18.006250, -6.704869], [-15.279772, -18.898577, -6.293034], [-16.511293, -18.381144, -5.866947], [-19.900258, -17.777194, -4.862350], [-18.639212, -18.309016, -3.832167], [-20.275635, -17.414271, -2.309647], [-20.662524, -16.140037, -3.327736], [-18.266241, -13.418401, -0.235358], [-19.104781, -11.125257, -0.295721], [-20.401977, -10.249003, -2.191033], [-20.988386, -11.710645, -4.085101], [-20.365744, -14.095478, -3.965014], [-21.013030, -15.866210, -0.254707], [-21.196918, -16.391950, 2.113233], [-19.155121, -16.643849, 3.469286], [-16.945669, -16.427791, 2.474360], [-16.683464, -16.093856, 0.064032], [-18.116819, -13.323443, -6.080484], [-19.522324, -12.317967, -7.933597], [-21.280424, -13.618591, -8.875681], [-21.615661, -16.019669, -8.311902], [-20.244956, -17.074700, -6.695012], [-15.750158, -15.080844, -5.923940], [-13.700782, -16.027715, -6.982898], [-13.369034, -18.382030, -7.087248], [-15.160904, -19.988931, -6.349347], [-17.306583, -19.063726, -5.617012], [-14.446967, -17.187903, -3.485095], [-14.189214, -18.119482, -3.758490], [-13.656768, -16.710198, -3.303042], [-13.335893, -11.367685, 2.980796], [-13.836291, -12.036236, 1.686987], [-14.379290, -11.273631, 0.671353], [-14.894411, -11.854256, -0.482877], [-15.373928, -10.958077, -1.586502], [-14.845194, -13.221676, -0.568980], [-15.361778, -14.139391, -2.447375], [-14.319553, -14.052928, 0.443933], [-14.186319, -15.543537, 0.333041], [-13.808160, -13.431945, 1.555574], [-13.919475, -11.789722, 3.830789], [-13.514541, -10.296826, 2.964590], [-12.328001, -11.600470, 3.277476], [-14.402695, -10.220379, 0.852311], [-15.547297, -9.929094, -1.233813], [-16.324501, -11.253126, -1.986143], [-14.662716, -10.945489, -2.374373], [-14.829600, -16.034893, -0.359850], [-14.356640, -15.980593, 1.346765], [-13.149557, -15.813688, 0.088886], [-13.443829, -14.024369, 2.371426], [-16.747278, -17.840984, -2.277696], [-16.368113, -19.392334, -1.527399], [-15.430382, -19.195127, 0.137924], [-16.066620, -19.585815, 1.321545], [-15.378297, -19.634253, 2.534148], [-14.047747, -19.233864, 2.585034], [-13.385398, -18.892521, 1.388543], [-14.079878, -18.875561, 0.186415], [-15.452816, -20.339857, -2.839515], [-16.205943, -21.060748, -3.776541], [-15.585013, -21.879326, -4.727408], [-14.203285, -21.930370, -4.769566], [-13.451623, -21.173570, -3.842205], [-14.063462, -20.371496, -2.918080], [-17.973692, -20.269007, -1.229575], [-19.096280, -19.591413, -0.859022], [-20.274635, -20.254131, -0.481636], [-20.293150, -21.638318, -0.482419], [-19.150509, -22.354666, -0.817046], [-18.007369, -21.686208, -1.139056], [-17.069361, -19.950815, 1.197449], [-15.917119, -19.943716, 3.386312], [-13.520917, -19.106205, 3.520896], [-12.343568, -18.662865, 1.394588], [-13.584316, -18.482037, -0.674987], [-17.273686, -21.035590, -3.693580], [-16.154761, -22.453073, -5.426473], [-13.700746, -22.550501, -5.459644], [-12.385546, -21.234079, -3.906316], [-13.437211, -19.863528, -2.193488], [-19.017112, -18.508275, -0.904542], [-21.095446, -19.651629, -0.154415], [-21.199010, -22.198604, -0.285073], [-19.126111, -23.448929, -0.734458], [-17.086152, -22.217369, -1.371306]],
  "forces_ev_per_angstrom": [[-0.67, -0.08, 0.19], [0.01, 0.73, 0.67], [-0.17, 0.43, 0.20], [0.16, -0.26, 0.05], [-0.10, -1.25, 0.30], [0.47, -0.70, 0.44], [-0.35, 0.75, 0.75], [-0.25, 0.64, 0.15], [-0.02, 0.57, 0.09], [0.15, 0.17, -0.51], [-0.63, 0.43, -0.19], [1.31, -0.56, 0.59], [0.20, -0.09, -0.74], [0.02, -0.45, 0.68], [-0.13, 0.18, 1.34], [-0.04, 0.10, -0.94], [0.06, -0.09, 0.33], [0.71, 0.56, 0.08], [-1.04, 0.27, -0.20], [-0.77, -2.05, 0.47], [1.60, 0.92, 0.14], [-1.41, -1.09, -0.33], [-0.06, 0.40, -0.05], [1.10, -0.50, 0.09], [-1.04, 0.42, 0.04], [-0.60, -1.38, 0.28], [-0.12, -0.45, 0.10], [-0.73, 0.15, -0.08], [0.43, -0.07, -0.05], [-0.95, -0.46, -0.72], [0.60, -0.11, -0.05], [0.18, -0.41, 0.24], [-0.25, 0.50, -0.29], [-0.40, 0.35, -0.91], [0.18, 0.18, -0.24], [0.23, -0.30, -0.13], [0.02, -0.34, 0.20], [0.04, -0.36, -0.25], [-0.46, 0.16, -0.66], [-0.07, 0.23, 0.08], [0.04, 0.17, -0.19], [0.04, -0.17, -0.16], [-0.30, -0.06, -0.12], [0.41, -0.21, 0.13], [0.44, 0.44, 0.22], [-0.60, 0.23, -0.49], [0.51, 0.53, 0.10], [0.16, -0.21, 0.12], [0.04, 0.25, -0.14], [1.10, 1.20, -0.33], [0.37, -0.22, -0.20], [0.12, 0.70, -0.01], [-0.15, -0.11, 0.07], [-0.24, -1.94, -0.52], [-0.59, 1.15, 0.40], [1.10, 0.78, 0.22], [-1.45, -0.93, 0.12], [0.57, -0.07, 0.99], [0.14, -0.53, 0.60], [-0.02, 0.96, -0.11], [-0.61, 0.60, 0.96], [0.04, -1.59, -0.18], [0.25, 0.60, 0.11], [-0.13, 0.07, -0.99], [0.81, -0.09, 1.70], [-0.31, 0.93, 0.30], [0.08, 0.37, -0.52], [0.19, 0.05, -0.02], [0.63, 0.04, -0.44], [-0.14, 0.59, -0.38], [0.39, -0.36, -0.02], [-0.55, -0.48, -0.30], [0.68, 0.15, -0.85], [-0.44, -0.20, -0.52], [0.02, 0.13, -0.77], [-0.17, 0.07, -0.11], [0.28, -0.27, 0.27], [0.37, -0.65, 0.55], [-0.11, 0.80, 0.42], [-0.59, -0.17, -1.01], [0.60, -0.39, -0.60], [0.12, 0.65, -1.10], [0.19, 0.34, -0.83], [-0.93, -0.35, 0.47], [0.06, 0.41, 0.77], [-0.40, 0.31, -0.15], [0.76, -0.26, 0.14], [0.20, 0.59, 0.49], [-0.07, 0.96, 1.44], [-0.21, -0.76, -1.54], [0.13, -0.16, 0.38], [0.72, -1.24, 0.16], [-0.86, 0.67, -0.01], [0.87, 0.15, -0.12], [-0.50, 0.03, -0.22], [-0.05, -0.81, 0.49], [1.20, 0.91, -0.63], [-0.43, 0.00, 0.54], [-0.31, -0.25, 1.01], [0.00, -0.40, 0.07], [0.52, 0.29, 0.12], [0.37, -0.04, -0.52], [-0.47, -0.07, -0.12], [-0.38, -0.27, -0.25], [0.45, -0.60, -0.69], [0.50, 0.00, 0.12], [-0.12, 0.03, 0.01], [-0.47, -0.03, 0.33], [-0.60, 0.01, 0.03], [-0.03, 0.20, 0.27], [-0.18, 0.51, -0.19], [-0.23, -0.19, 0.09]],
  "charge": 2,
  "energy_ha": -4290.615947,
  "homo_lumo_gap_ha": 0.2373,
  "e_homo_ev": -12.637,
  "relative_energy_kcal_mol": 27.87
}

=====

Record 2
{
  "formula": "C12H15N2O",
  "method": "the ωB97M-V functional and the def2-TZVPD basis",
  "symbols": ["C", "C", "C", "C", "C", "C", "C", "C", "C", "C", "C", "C", "N", "N", "O", "H", "H", "H", "H", "H", "H", "H", "H", "H", "H", "H", "H", "H", "H", "H"],
  "coordinates": [[-1.350316, -2.167227, 0.505682], [1.013762, 0.403969, 0.760899], [1.334979, 0.370104, -0.566580], [-0.882622, -1.976798, 2.815736], [0.207776, 0.020843, -1.422421], [-2.098219, 0.916074, -0.592249], [-2.309539, 1.436974, 0.785749], [-1.317053, 0.930489, 1.694869], [-0.357310, 0.216008, 0.860527], [-0.989900, -0.123931, -0.566328], [3.081617, 0.153214, -2.401411], [2.683234, 0.733506, -1.039222], [-0.691939, -1.611625, 1.617910], [-1.509362, -1.496196, -0.532353], [-2.602289, 0.471516, 1.700245], [-1.603216, -3.148834, 0.512514], [1.521601, 0.406669, 1.762953], [-1.273909, -2.943356, 3.054372], [-0.355387, -1.464014, 3.526002], [0.033620, 0.779505, -2.289257], [0.518109, -0.956676, -1.918489], [-3.151255, 0.519125, -0.990321], [-1.696674, 1.827632, -1.127836], [-2.679480, 2.418951, 1.092225], [-1.030591, 1.550527, 2.560046], [2.780188, -0.841067, -2.557296], [4.001898, 0.442307, -2.723779], [2.528521, 0.670086, -3.156923], [2.849716, 1.862397, -1.229920], [3.344041, 0.599830, -0.135346]],
  "forces_ev_per_angstrom": [[1.21, 2.01, -0.08], [0.46, -0.40, 1.03], [1.26, 1.51, 1.63], [0.69, -1.47, -2.28], [0.27, -0.12, -3.91], [-2.12, 1.24, -2.21], [-0.60, 2.01, -0.44], [2.55, 1.31, 1.54], [-1.85, -2.10, -0.12], [-0.48, -0.57, 3.82], [-2.57, 0.67, 0.97], [1.62, 1.58, 0.02], [-0.80, 1.36, -0.21], [-0.11, 0.64, -1.21], [-1.77, -2.46, 1.23], [-1.05, -3.00, 0.30], [0.47, 0.57, -1.69], [-0.84, -0.41, 0.19], [0.86, 1.49, 2.15], [0.44, -1.27, 1.40], [-0.68, 1.07, 0.30], [2.53, 0.93, 0.34], [-0.83, -1.05, -0.18], [-0.30, -0.12, -0.98], [0.20, -0.54, -0.39], [0.45, -1.63, 0.03], [3.18, -0.04, -0.26], [-1.05, 0.56, -0.41], [-1.02, -1.36, 0.66], [-0.12, -0.40, -1.24]],
  "charge": 1,
  "energy_ha": -650.596748,
  "homo_lumo_gap_ha": 0.3310,
  "e_homo_ev": -13.340,
  "relative_energy_kcal_mol": 108.90
}

=====

Record 3
{
  "formula": "C27H26N4O4",
  "method": "the ωB97M-V functional and the def2-TZVPD basis",
  "symbols": ["C", "N", "N", "C", "C", "C", "C", "C", "C", "C", "C", "O", "H", "H", "H", "H", "C", "C", "C", "C", "C", "C", "H", "N", "C", "O", "C", "O", "C", "C", "C", "C", "C", "C", "H", "H", "H", "H", "H", "H", "H", "H", "N", "C", "H", "C", "H", "O", "C", "H", "C", "H", "H", "H", "H", "H", "H", "H", "H", "H", "H"],
  "coordinates": [[3.955121, 3.284308, 2.435480], [3.474953, 2.041160, 2.997001], [2.778480, 1.270407, 2.170412], [2.299930, 0.131276, 2.561155], [2.452214, -0.321725, 3.924681], [1.828528, -1.459905, 4.452159], [2.027214, -1.814805, 5.766736], [2.841603, -1.046416, 6.597202], [3.428666, 0.098759, 6.111237], [3.231565, 0.476155, 4.781748], [3.808736, 1.732247, 4.299309], [4.507682, 2.485000, 4.955747], [4.040143, 0.734469, 6.733364], [2.994378, -1.342904, 7.624007], [1.542835, -2.695937, 6.161873], [1.176410, -2.046632, 3.823669], [1.596240, -0.653622, 1.540158], [1.818066, -2.018727, 1.375048], [1.130022, -2.729147, 0.415628], [0.199001, -2.121632, -0.437788], [0.063763, -0.721424, -0.335935], [0.731849, -0.021521, 0.654048], [0.598907, 1.047604, 0.729864], [-0.731100, 0.030168, -1.229084], [-0.687436, -0.044058, -2.577632], [-0.078744, -0.863838, -3.226376], [-1.542946, 1.024114, -3.270825], [-2.068022, 1.932500, -2.332146], [-2.833261, 2.977501, -2.780248], [-3.295055, 3.849116, -1.794859], [-4.074407, 4.934451, -2.137569], [-4.404157, 5.166692, -3.463771], [-3.946741, 4.301894, -4.439755], [-3.163300, 3.207538, -4.108992], [-2.820651, 2.548990, -4.891340], [-4.198016, 4.473313, -5.475894], [-5.013214, 6.016087, -3.731941], [-4.425847, 5.603030, -1.366137], [-3.029652, 3.655486, -0.767100], [-2.346789, 0.505378, -3.812812], [-0.905165, 1.531776, -4.006493], [-1.141513, 0.877804, -0.856284], [-0.522663, -2.851979, -1.358662], [-0.071269, -4.160680, -1.773928], [1.017800, -4.175428, -1.809262], [-0.611682, -4.426258, -3.183088], [-0.341344, -5.429409, -3.516853], [-2.019192, -4.362474, -3.215253], [-2.449245, -3.079239, -2.828202], [-3.540127, -3.091291, -2.869601], [-1.965816, -2.745271, -1.414326], [-2.288109, -1.744198, -1.133531], [-2.415739, -3.468686, -0.712640], [-2.055726, -2.331925, -3.531195], [-0.188834, -3.676103, -3.865852], [-0.432728, -4.949373, -1.093442], [1.298107, -3.791818, 0.342545], [2.540861, -2.527537, 1.995305], [5.023473, 3.379739, 2.629542], [3.756783, 3.269049, 1.367444], [3.445161, 4.127947, 2.903451]],
  "forces_ev_per_angstrom": [[0.20, 0.31, 0.02], [0.18, 0.08, 0.53], [-0.48, -0.75, -0.62], [0.32, 0.56, 0.02], [0.26, 0.30, 0.47], [-0.03, -0.04, -0.04], [-0.04, -0.04, -0.06], [0.06, 0.08, 0.01], [0.04, 0.08, -0.03], [-0.20, -0.36, -0.08], [-0.02, 0.06, -0.17], [0.05, 0.04, 0.14], [0.05, 0.04, 0.06], [0.02, -0.01, 0.08], [-0.05, -0.06, 0.01], [-0.02, -0.05, -0.01], [-0.28, -0.20, -0.32], [0.01, 0.26, 0.00], [-0.11, -0.05, -0.10], [0.13, 0.14, 0.18], [0.21, -0.22, 0.00], [0.04, -0.25, 0.18], [0.00, 0.13, -0.03], [-0.09, 0.26, 0.43], [-0.26, 0.41, -0.21], [0.12, 0.17, -0.24], [0.12, -0.25, -0.39], [-0.09, 0.16, 0.05], [-0.11, 0.18, 0.11], [0.11, -0.17, -0.03], [0.04, -0.05, 0.03], [-0.07, 0.08, -0.14], [-0.08, 0.13, 0.05], [0.22, -0.32, 0.03], [0.05, -0.08, -0.05], [-0.02, 0.01, -0.08], [-0.05, 0.07, -0.03], [-0.02, 0.05, 0.07], [0.03, -0.02, 0.12], [0.11, 0.05, 0.06], [-0.08, -0.09, 0.11], [-0.01, -0.17, -0.12], [-0.04, -0.19, -0.08], [-0.12, -0.03, -0.32], [0.00, -0.04, 0.02], [0.34, -0.09, 0.16], [0.05, 0.06, 0.02], [-0.10, -0.18, 0.00], [-0.13, 0.31, 0.24], [0.06, 0.05, 0.03], [-0.27, -0.11, -0.21], [-0.02, -0.07, 0.00], [-0.03, 0.10, -0.02], [-0.08, -0.05, 0.06], [0.01, -0.09, 0.04], [0.10, -0.01, -0.01], [-0.02, -0.11, -0.04], [0.03, -0.06, 0.07], [-0.06, 0.05, -0.03], [-0.01, -0.04, 0.08], [0.06, 0.01, -0.03]],
  "charge": 0,
  "smiles": "Cn1nc(-c2ccc(N3CCOCC3)c(NC(=O)COc3ccccc3)c2)c2ccccc2c1=O",
  "energy_ha": -1564.471381,
  "homo_lumo_gap_ha": 0.2933,
  "e_homo_ev": -7.655,
  "relative_energy_kcal_mol": 78.01
}